This record from the Open Molecules 2025 dataset describes a single C14H10Cl2N2O3 molecule at a distorted geometry. The level of theory is ωB97M-V/def2-TZVPD.

```
! wB97M-V def2-TZVPD RIJCOSX def2/J DEFGRID3
* xyz 0 1
C -0.614 -1.614 -1.902
C -1.532 -0.836 -2.681
C -2.292 -1.562 -3.745
C -1.599 0.578 -2.831
C -0.987 1.659 -1.970
O -0.848 2.762 -2.486
C -0.939 1.487 -0.557
O -1.580 0.473 0.091
C -1.191 0.502 1.380
C -1.599 -0.301 2.451
Cl -2.798 -1.543 2.150
C -1.009 -0.066 3.694
Cl -1.677 -0.955 5.011
C -0.080 0.921 3.938
O 0.289 1.166 5.267
C 0.374 1.747 2.856
C 1.269 2.868 2.976
N 2.218 3.642 2.890
C -0.254 1.527 1.590
C -0.205 2.144 0.406
N 0.700 3.190 0.022
H 0.012 -1.026 -1.334
H -0.030 -2.304 -2.521
H -1.206 -2.127 -1.112
H -2.666 -0.821 -4.497
H -3.180 -2.185 -3.406
H -1.639 -2.318 -4.246
H -1.986 1.010 -3.703
H 1.137 1.654 5.312
H 0.339 3.720 -0.772
H 1.124 3.757 0.785
*
```

* energy: -48845.18246 eV
* energy above the lowest of the compared OMol25 structures with the same formula, charge and spin: 81.14 kcal/mol
* E_HOMO: -8.5 eV

This record from the Open Molecules 2025 dataset describes a molecular structure, C4H5O2Sr at a distorted geometry. The level of theory is ωB97M-V/def2-TZVPD.

```
! wB97M-V def2-TZVPD RIJCOSX def2/J DEFGRID3
* xyz 1 1
O -2.938 0.612 -0.333
C -1.621 0.679 -0.024
C -0.917 -0.352 0.484
C 0.551 -0.394 0.518
C 1.335 0.005 -0.506
O 2.658 0.033 -0.521
Sr 4.755 -0.362 0.540
H -1.138 1.549 -0.476
H -1.462 -1.119 1.048
H 1.032 -0.725 1.445
H 0.860 0.344 -1.439
H -3.114 -0.269 -0.738
*
```

* energy: -9151.30072 eV
* energy above the lowest of the compared OMol25 structures with the same formula, charge and spin: 0.00 kcal/mol
* E_HOMO: -9.9 eV

This record from the Open Molecules 2025 dataset describes a molecular structure, C16H28HgO12P at a distorted geometry. The level of theory is ωB97M-V/def2-TZVPD.

```
! wB97M-V def2-TZVPD RIJCOSX def2/J DEFGRID3
* xyz -3 1
Hg -0.120 0.331 -1.172
C -1.735 4.290 0.017
C -1.851 2.808 0.033
O -1.696 1.944 -1.063
H -2.545 4.640 -0.623
H -0.749 4.509 -0.394
H -1.948 4.769 0.972
H -2.934 2.776 0.153
H -1.583 2.368 0.993
C 3.515 -2.462 -0.774
C 2.601 -1.356 -1.319
O 1.239 -1.741 -1.536
H 3.099 -2.946 0.110
H 4.462 -2.032 -0.448
H 3.645 -3.264 -1.500
H 3.047 -0.888 -2.196
H 2.651 -0.540 -0.599
P -0.689 0.053 -4.078
O 0.064 -1.031 -4.858
O -1.850 0.560 -4.879
O -0.065 1.207 -3.208
O -1.135 -0.813 -2.955
O -1.721 -1.272 -0.366
C -2.656 -2.105 -0.510
O -3.006 -2.936 0.521
C -4.158 -3.679 0.138
C -4.408 -3.405 -1.258
C -3.829 -2.053 -1.505
H -4.959 -3.226 0.721
H -3.968 -4.736 0.325
H -5.466 -3.500 -1.506
H -3.796 -4.045 -1.893
H -4.347 -1.106 -1.351
H -3.509 -2.006 -2.546
O 0.106 0.061 1.294
C 0.338 -0.848 2.076
O 0.210 -0.710 3.421
C 0.640 -1.859 4.154
C 0.471 -2.963 3.089
C 0.808 -2.304 1.843
H 0.121 -2.054 5.092
H 1.699 -1.668 4.327
H -0.485 -3.486 3.058
H 1.243 -3.697 3.324
H 0.401 -2.718 0.921
H 1.881 -2.271 1.654
O 1.487 1.750 -0.578
C 2.192 2.576 -0.069
O 3.354 2.951 -0.817
C 3.847 4.116 -0.317
C 2.864 4.626 0.718
C 1.936 3.485 1.068
H 3.998 4.848 -1.110
H 4.850 4.007 0.096
H 2.217 5.472 0.487
H 3.325 4.826 1.686
H 0.851 3.579 1.032
H 2.047 3.166 2.104
*
```

* energy: -55068.55820 eV
* energy above the lowest of the compared OMol25 structures with the same formula, charge and spin: 85.73 kcal/mol
* E_HOMO: 4.6 eV

This record from the Open Molecules 2025 dataset describes a molecular structure, C26H34Cl2F6N2OPdSSb. The level of theory is ωB97M-V/def2-TZVPD.

```
! wB97M-V def2-TZVPD RIJCOSX def2/J DEFGRID3
* xyz 2 4
Pd 0.164 0.309 0.132
C 7.217 -0.510 0.548
C 6.482 0.618 1.289
C 6.972 1.981 0.776
C 6.786 0.511 2.783
C 4.995 0.501 0.997
C 4.524 0.569 -0.317
C 3.174 0.481 -0.569
N 2.276 0.321 0.409
C 2.691 0.258 1.685
C 4.038 0.342 1.997
C 1.624 0.138 2.713
C 1.862 0.021 4.066
C 0.802 -0.045 4.977
C -0.485 0.001 4.450
C -0.665 0.105 3.082
N 0.365 0.175 2.245
C 1.087 -0.147 6.467
C -0.198 -0.239 7.289
C 1.867 1.106 6.898
C 1.936 -1.401 6.726
H 8.286 -0.435 0.747
H 7.078 -0.449 -0.532
H 6.879 -1.491 0.886
H 8.036 2.084 0.986
H 6.448 2.801 1.271
H 6.836 2.086 -0.301
H 7.861 0.592 2.934
H 6.472 -0.450 3.197
H 6.317 1.315 3.354
H 5.200 0.703 -1.148
H 2.785 0.552 -1.577
H 4.346 0.298 3.029
H 2.878 -0.008 4.432
H -1.356 -0.040 5.085
H -1.653 0.149 2.639
H -0.818 0.652 7.177
H 0.058 -0.324 8.344
H -0.790 -1.117 7.024
H 1.293 2.014 6.705
H 2.826 1.189 6.383
H 2.071 1.056 7.967
H 1.415 -2.304 6.402
H 2.130 -1.491 7.795
H 2.901 -1.358 6.220
F -1.143 0.867 -1.729
Sb -2.956 0.585 -1.030
F -1.922 -0.740 0.012
F -3.155 -0.727 -2.358
F -4.480 0.048 -0.122
F -3.683 1.935 -2.059
F -2.424 1.745 0.371
Cl 0.589 2.841 0.337
C -0.693 4.054 -0.110
Cl -1.019 4.082 -1.815
H -0.258 4.999 0.198
H -1.578 3.791 0.452
C -0.885 -4.760 0.115
S 0.328 -3.605 -0.510
O 0.276 -2.359 0.261
C 0.125 -3.415 -2.217
C -0.663 -2.361 -2.680
C -0.863 -2.265 -4.043
C -0.267 -3.187 -4.899
C 0.531 -4.222 -4.414
C 0.745 -4.348 -3.055
H -1.863 -4.327 -0.100
H -0.709 -4.867 1.183
H -0.742 -5.699 -0.418
H -1.139 -1.673 -2.000
H -1.497 -1.477 -4.427
H -0.431 -3.099 -5.965
H 0.988 -4.925 -5.095
H 1.371 -5.139 -2.661
*
```

* energy: -94731.32780 eV
* energy above the lowest of the compared OMol25 structures with the same formula, charge and spin: 0.00 kcal/mol
* expectation value of S²: 3.762
* E_HOMO (spin up / spin down): -14.8 / -14.8 eV